The molecule C24H32N2O3S, computed with ωB97M-V/def2-TZVPD.

Structure (XYZ):
```
62
Properties=species:S:1:pos:R:3:nbo_charge:R:1
C 0.2107 -5.4608 -0.9449 -0.628
C 0.3258 -4.0638 -1.4734 -0.026
C -0.4323 -3.0280 -0.9458 -0.166
C -0.3262 -1.7445 -1.4508 -0.231
C 0.5585 -1.4610 -2.4851 -0.071
C 1.3204 -2.4975 -3.0162 -0.159
C 1.2020 -3.7785 -2.5157 -0.209
H 1.7954 -4.5750 -2.9407 0.211
H 2.0001 -2.2957 -3.8296 0.221
C 0.6356 -0.1060 -3.0801 -0.613
H 0.2071 0.6694 -2.4508 0.240
H 1.6533 0.1598 -3.3626 0.237
S -0.3230 -0.0558 -4.6979 1.257
O -0.0872 -1.3394 -5.3497 -0.970
C -2.0381 -0.2170 -3.9184 -0.646
C -2.4630 1.0547 -3.3191 0.266
C -3.1281 2.1214 -3.8613 -0.301
C -3.1886 3.1065 -2.8567 -0.220
C -2.5652 2.5824 -1.7530 0.155
C -2.3045 3.3053 -0.4921 0.628
O -2.3400 4.5284 -0.5097 -0.623
N -2.0566 2.6200 0.6474 -0.421
C -1.9891 1.1944 0.8420 -0.218
H -2.3685 0.6644 -0.0276 0.225
C -0.5415 0.7947 1.1453 -0.227
N -0.1171 1.4825 2.3473 -0.458
C -0.1602 2.9170 2.1360 -0.222
C -1.5973 3.3372 1.8177 -0.231
H -1.6532 4.4055 1.6057 0.250
H -2.2464 3.0917 2.6635 0.196
H 0.1676 3.4207 3.0471 0.207
H 0.4919 3.2379 1.3042 0.167
C 1.1121 0.9931 2.9578 -0.026
C 0.8758 -0.3543 3.6467 -0.405
C 2.1136 -0.7583 4.4424 -0.394
C 3.3282 -0.8537 3.5236 -0.396
C 3.5599 0.4711 2.8033 -0.392
C 2.3185 0.8770 2.0142 -0.428
H 2.1165 0.1231 1.2499 0.199
H 2.4937 1.8323 1.5141 0.208
H 4.4139 0.3827 2.1282 0.209
H 3.7929 1.2469 3.5367 0.193
H 4.2140 -1.1206 4.1036 0.208
H 3.1617 -1.6415 2.7850 0.194
H 1.9412 -1.7189 4.9321 0.208
H 2.3046 -0.0159 5.2207 0.193
H 0.0081 -0.2728 4.3028 0.216
H 0.6680 -1.1253 2.9029 0.192
H 1.3624 1.7203 3.7402 0.192
H -0.4875 -0.2812 1.3094 0.210
H 0.0852 1.0542 0.2730 0.166
H -2.6096 0.9412 1.7097 0.199
O -2.1172 1.3310 -2.0395 -0.421
H -3.6300 4.0792 -2.9161 0.246
H -3.5217 2.1856 -4.8546 0.234
H -1.9757 -1.0319 -3.1993 0.255
H -2.6826 -0.4951 -4.7492 0.255
H -0.9258 -0.9516 -1.0284 0.210
H -1.1210 -3.2256 -0.1360 0.200
H -0.4990 -5.5112 -0.1228 0.213
H 1.1788 -5.8147 -0.5923 0.220
H -0.1214 -6.1357 -1.7329 0.222
```

Properties
- Energy above the lowest of the compared OMol25 structures with the same formula, charge and spin: 1.3185 eV
- LUMO: 0.0224 Ha
- Highest occupied orbital energy: -8.52 eV
- F_max: 0.03239 hartree/bohr